(1)
# C32H45GeO5S2SiW

C32H45GeO5S2SiW as an isolated structure (wB97M-V/def2-TZVPD, OMol25).

The geometry in XYZ format:
```
87
Properties=species:S:1:pos:R:3:forces:R:3:mulliken_spin:R:1
W 0.4078 0.1992 1.1057 -1.000 -1.267 -0.473 2.070
C -2.5270 -0.5917 2.2888 -0.034 0.003 0.054 0.078
C -1.8160 -1.9033 2.0125 0.105 -0.087 -0.105 -0.012
C -2.3959 -2.6137 0.8066 -0.015 -0.016 -0.028 0.005
C -1.8385 -2.7976 3.2405 0.021 -0.006 0.014 0.001
O -0.3749 -1.6379 1.6749 -0.079 0.535 0.263 -0.017
Ge 1.0217 -1.8520 3.0149 0.132 0.103 0.170 0.022
O 2.0276 -0.9733 1.5026 -0.362 -0.011 -0.498 -0.129
C 3.1109 -1.6171 0.6915 0.148 0.121 0.094 -0.021
C 3.1952 -3.0649 1.1398 -0.053 -0.010 0.042 0.003
C 4.3726 -0.8467 1.0272 0.053 -0.035 0.003 -0.012
C 2.7679 -1.5235 -0.7847 -0.059 0.030 -0.016 0.000
O 0.5623 0.0652 3.1939 0.403 0.277 0.311 0.002
C 1.2612 0.9253 4.1999 -0.137 -0.143 -0.006 -0.009
C 0.1720 1.6894 4.9277 0.021 0.023 0.072 0.006
C 2.2503 1.8485 3.4999 0.064 0.000 0.001 0.054
C 1.9952 0.0015 5.1593 0.012 -0.016 -0.007 0.005
H -3.5546 -0.8111 2.5817 -0.008 0.019 -0.019 0.002
H -2.5700 0.0352 1.3957 0.011 -0.012 -0.027 -0.015
H -2.0577 -0.0405 3.1050 0.015 -0.006 -0.003 0.004
H -3.4405 -2.8619 0.9988 0.002 0.006 -0.007 0.000
H -1.8578 -3.5396 0.6030 -0.001 -0.002 0.014 -0.001
H -2.3444 -1.9808 -0.0782 0.007 0.012 -0.009 -0.005
H -2.8661 -3.0953 3.4480 0.000 0.000 0.002 0.001
H -1.4711 -2.2788 4.1314 -0.007 0.008 0.000 -0.003
H -1.2588 -3.7099 3.0862 -0.008 0.002 -0.019 0.000
H 3.4306 -3.1514 2.2026 0.012 0.012 0.001 0.000
H 3.9934 -3.5631 0.5907 -0.002 0.001 0.000 0.000
H 2.2660 -3.6023 0.9287 0.001 0.005 -0.011 -0.001
H 4.5788 -0.8766 2.0978 0.006 -0.022 0.002 0.001
H 4.2835 0.1939 0.7108 -0.009 0.004 0.001 0.005
H 5.2236 -1.2857 0.5050 -0.005 0.017 -0.012 0.000
H 1.7035 -1.6923 -0.9581 0.090 -0.035 0.037 0.039
H 3.2956 -2.3010 -1.3373 0.057 0.033 0.003 0.000
H 3.0467 -0.5613 -1.2095 -0.016 0.020 0.019 0.009
H -0.4039 2.3062 4.2403 0.000 0.005 0.002 -0.002
H 0.6218 2.3443 5.6751 -0.010 0.002 -0.002 0.000
H -0.5050 1.0039 5.4385 0.010 -0.010 0.005 0.000
H 1.7723 2.7406 3.0977 0.011 -0.019 -0.021 -0.002
H 2.7862 1.3281 2.7016 0.001 -0.039 0.031 -0.019
H 3.0051 2.1792 4.2139 -0.045 0.058 0.023 0.003
H 1.3229 -0.7329 5.6084 -0.012 0.014 0.008 0.000
H 2.4183 0.5921 5.9716 0.010 -0.007 -0.001 0.001
H 2.8270 -0.5167 4.6716 0.004 0.008 -0.002 0.000
O -0.5828 -0.0269 -0.4796 0.512 0.112 -0.031 -0.108
Si -0.5587 0.0423 -2.1618 -0.020 0.209 -0.167 0.061
C -2.0629 0.9669 -2.7565 -0.262 0.074 0.053 0.076
C -1.9852 2.2174 -3.3907 0.098 -0.122 0.250 -0.004
C -3.1315 2.8773 -3.7859 -0.272 -0.008 0.022 0.012
C -4.3854 2.2928 -3.5695 0.123 0.049 -0.064 0.063
C -4.4865 1.0272 -3.0005 -0.030 0.144 0.023 -0.018
C -3.3381 0.3684 -2.6059 0.275 0.094 0.162 0.040
C -0.6150 -1.6608 -2.8573 0.017 -0.242 0.006 0.016
C -0.2729 -2.8044 -2.1304 -0.069 0.003 0.005 -0.012
C -0.2569 -4.0543 -2.7292 -0.015 -0.010 -0.020 0.000
C -0.5780 -4.1805 -4.0741 0.004 -0.010 0.005 0.000
C -0.9296 -3.0599 -4.8129 0.000 -0.005 0.009 0.002
C -0.9547 -1.8129 -4.2069 -0.004 0.024 0.014 0.004
C 1.0014 0.9723 -2.5706 0.110 0.036 -0.022 -0.017
C 1.5117 1.0427 -3.8704 -0.051 -0.013 0.002 -0.010
C 2.6818 1.7390 -4.1401 0.004 -0.011 0.002 0.002
C 3.3683 2.3833 -3.1188 0.006 0.006 0.023 0.000
C 2.8913 2.3222 -1.8158 -0.005 -0.015 -0.083 0.038
C 1.7229 1.6198 -1.5736 -0.032 -0.046 0.108 0.033
H -1.0174 2.6778 -3.5527 0.009 0.004 -0.003 0.001
H -3.0672 3.8440 -4.2677 0.001 -0.004 -0.010 0.001
H -5.2811 2.8148 -3.8803 0.008 0.008 -0.003 0.004
H -5.4567 0.5661 -2.8728 0.001 -0.013 -0.010 0.000
H -3.4127 -0.6269 -2.1797 -0.002 -0.001 0.001 0.001
H -0.0367 -2.7241 -1.0748 -0.051 -0.021 0.003 -0.005
H 0.0005 -4.9325 -2.1513 0.005 -0.003 0.003 0.000
H -0.5629 -5.1545 -4.5447 -0.001 -0.001 0.001 0.000
H -1.1906 -3.1599 -5.8579 -0.005 0.005 0.000 0.000
H -1.2566 -0.9517 -4.7956 0.016 0.000 0.008 0.000
H 1.0009 0.5378 -4.6833 0.000 0.006 0.000 0.001
H 3.0653 1.7744 -5.1511 -0.006 0.006 -0.002 0.000
H 4.2779 2.9269 -3.3365 -0.001 -0.001 -0.003 0.000
H 3.4213 2.8162 -1.0119 0.000 -0.004 0.008 0.000
H 1.3575 1.5592 -0.5410 0.127 0.322 -0.052 -0.061
C -2.9599 5.2623 0.8362 0.112 -0.041 -0.034 0.027
O -1.7918 4.4601 1.1764 0.034 0.047 -0.254 0.017
C -1.6962 3.2376 0.7561 -0.223 -0.164 0.719 -0.002
S -2.9122 2.5168 -0.1355 0.172 -0.250 -0.577 0.782
S -0.3113 2.4882 1.4905 0.172 0.206 0.020 0.008
H -2.7432 6.2447 1.2375 -0.033 0.011 -0.005 0.006
H -3.8345 4.8266 1.3145 -0.038 0.012 0.009 -0.010
H -3.0698 5.2950 -0.2461 -0.023 0.034 -0.018 -0.009
```
Positions in Å, forces in eV/Å.

Summary:
**Energy**: -132029.615 eV
**Total charge**: +2
**Multiplicity**: 4
**Frontier orbital gap (alpha / beta)**: 6.900 / 4.751 eV
**F_max**: 1.68 eV/Å
**Energy relative to the best compared isomer or geometry (same formula, charge and spin)**: 133.30 kJ/mol

***

(2)
# C3H6ClNO

One molecule with the formula C3H6ClNO (wB97M-V/def2-TZVPD, OMol25).

The geometry in XYZ format:
```
12
Properties=species:S:1:pos:R:3:forces:R:3:nbo_charge:R:1
H -1.3635 1.6713 -0.1039 1.524 -0.884 -0.132 0.359
N -0.3171 1.5296 -0.0902 -2.751 1.727 0.164 -0.743
C 0.2280 0.4361 0.1538 1.130 0.002 -1.964 0.570
C 1.7081 0.6063 0.3982 -0.538 0.149 0.465 -0.449
Cl 2.8513 -0.6810 -0.0452 -0.414 0.355 0.030 -0.039
O -0.1699 -0.8176 0.1710 0.117 -1.050 0.777 -0.502
C -1.4132 -1.2431 -0.3579 -1.040 3.072 -1.129 -0.262
H 1.5961 0.6857 1.4582 1.155 -0.090 1.145 0.224
H 1.9744 1.6052 0.0434 0.250 -0.580 -0.209 0.252
H -1.6047 -2.2149 0.1069 -0.493 0.519 -0.332 0.218
H -1.2921 -1.2310 -1.4643 -0.068 -0.832 0.584 0.193
H -2.1975 -0.3466 -0.2699 1.127 -2.387 0.601 0.179
```
Positions in Å, forces in eV/Å.

Summary:
**Energy**: -19266.916 eV
**Structure (SMILES)**: [H]/N=C(/CCl)OC
**Frontier orbital gap**: 10.891 eV
**F_max**: 3.43 eV/Å
**Energy relative to the best compared isomer or geometry (same formula, charge and spin)**: 178.48 kJ/mol

***

(3)
# C3H9NO3

A 2-piece molecular cluster, C3H9NO3 overall (wB97M-V/def2-TZVPD, OMol25).

The geometry in XYZ format:
```
16
Properties=species:S:1:pos:R:3:forces:R:3:nbo_charge:R:1
O -1.6772 -2.3230 -1.1304 -0.682 -0.478 -0.550 -0.045
C -0.9092 -1.3723 -0.8841 2.155 0.246 1.628 0.661
N 0.1088 -1.6543 -0.0429 -1.187 -0.085 -2.148 -0.522
C 0.8609 -0.6661 0.6730 0.915 1.391 1.047 0.056
O 0.3402 -0.4372 1.9322 -0.337 -0.862 0.819 -0.666
C -1.1248 -0.0406 -1.4962 -1.073 -0.027 -0.323 -0.706
H 0.3025 -2.6335 0.0134 0.216 -0.598 0.622 0.435
H 1.9331 -0.8682 0.7715 -0.194 -0.792 -0.573 0.216
H 0.8042 0.2874 0.1740 -0.183 0.262 -0.401 0.214
H 0.4911 -1.2338 2.4840 -0.107 0.765 -0.173 0.481
H -1.3698 0.6683 -0.6945 -0.145 -0.066 -0.203 0.308
H -0.2084 0.2716 -1.9803 0.230 -0.013 -0.125 0.283
H -1.9383 -0.1412 -2.2402 0.383 0.378 0.476 0.283
H 0.8871 3.5023 1.5703 -0.122 -0.023 0.192 0.482
H 1.0370 3.4800 0.0727 -0.099 0.084 -0.057 0.471
O 0.4629 3.1606 0.7775 0.231 -0.182 -0.231 -0.951
```
Positions in Å, forces in eV/Å.

Summary:
**Energy**: -10880.173 eV
**Total charge**: +1
**Multiplicity**: 2
**Frontier orbital gap (alpha / beta)**: 10.281 / 5.603 eV
**F_max**: 2.71 eV/Å
**Energy relative to the best compared isomer or geometry (same formula, charge and spin)**: 60.82 kJ/mol

***

- F_max of number 3 (C3H9NO3)?
  2.71 eV/Å

***

- Which of these has the highest F_max?
  C3H6ClNO

***

- Among the records above, which one has the lowest energy?
  C32H45GeO5S2SiW